Formula: H4NOPS
Source: the OMol25 dataset
Level of theory: ωB97M-V/def2-TZVPD

- <S²> = 2.0079
- largest force on an atom (eV/Å) = 2.758
- frontier orbital gap (alpha / beta) (eV) = 6.93 / 7.47
- HOMO (alpha / beta) (eV) = -6.09 / -9.41
- energy above the lowest of the compared OMol25 structures with the same formula, charge and spin (kcal per mole) = 36.7
- total energy (hartree) = -871.80028
- 2S+1 = 3

Cartesian coordinates (Å):
N1 1.72 -0.21 0.61
O1 -0.49 1.52 -0.93
P1 -0.48 0.52 0.35
S1 -1.51 -1.21 -0.41
H1 2.24 0.18 1.36
H2 1.47 -1.15 0.59
H3 -0.34 1.39 -1.89
H4 -2.62 -1.03 0.31

Formula: H4NPS
Source: the OMol25 dataset
Level of theory: ωB97M-V/def2-TZVPD

- largest force on an atom (eV/Å) = 2.121
- SMILES = NSP
- frontier orbital gap (eV) = 9.62
- HOMO (eV) = -8.88
- energy above the lowest of the compared OMol25 structures with the same formula, charge and spin (kcal per mole) = 23.1
- total energy (hartree) = -796.65208
- 2S+1 = 1

Cartesian coordinates (Å):
N1 0.80 0.98 -0.09
S1 0.11 0.06 1.28
P1 -1.27 -1.26 0.29
H1 0.78 1.89 0.37
H2 1.67 0.78 -0.57
H3 -1.76 -0.45 -0.77
H4 -0.32 -2.00 -0.50